This record from the OMol25 dataset describes a molecular structure, C16H34CaF6N3O10S2. The level of theory is ωB97M-V/def2-TZVPD.

Structure (XYZ):
```
72
Properties=species:S:1:pos:R:3:forces:R:3:mulliken_charge:R:1
Ca -0.782 -0.254 -0.553 0.58 -0.43 0.54 1.854
O -2.623 -1.472 -1.373 -0.40 0.71 2.07 -0.708
C -3.559 -1.580 -0.304 2.09 0.18 -2.71 -0.404
C -3.399 -0.366 0.798 1.25 -0.12 2.10 -0.363
O -2.108 -0.127 1.385 -1.73 -1.12 -1.74 -0.485
H -3.468 -2.599 0.072 0.16 0.20 1.24 0.265
H -4.548 -1.571 -0.763 -0.54 0.78 0.57 0.385
H -4.022 -0.550 1.674 -0.61 -0.26 -0.32 0.411
H -3.666 0.595 0.360 -0.27 -0.13 -0.70 0.153
C 2.860 -0.275 3.092 -0.85 1.64 0.96 0.581
F 3.070 0.110 4.373 0.41 -1.06 -1.46 -0.210
F 3.974 -0.314 2.382 0.25 0.81 0.06 -0.223
F 2.378 -1.492 3.041 -0.80 -0.74 0.40 -0.213
S 1.544 0.998 2.389 -2.25 -0.59 -1.68 0.956
O 2.290 2.178 1.935 -0.93 -2.01 0.82 -0.716
O 0.837 0.213 1.331 1.44 0.80 1.93 -0.992
N 0.309 1.230 3.573 2.56 -2.94 -3.46 -0.215
S 0.801 2.465 4.314 0.22 6.49 3.02 0.982
O 2.123 2.389 4.933 -1.26 0.13 -0.66 -0.621
O 0.436 3.721 3.615 0.72 -1.92 0.95 -0.679
C -0.414 2.526 5.798 0.21 -0.14 -2.16 0.559
F -0.661 3.817 6.144 0.21 -1.65 0.07 -0.205
F -1.547 1.930 5.365 -0.16 0.66 0.56 -0.232
F 0.055 1.803 6.791 0.01 0.37 0.79 -0.206
C 4.209 -5.089 1.651 2.49 -1.42 1.86 -0.885
O 3.825 -4.019 0.917 0.03 0.42 -1.01 -0.344
C 2.456 -3.869 0.917 -0.68 1.60 -0.73 -0.659
C 2.190 -2.586 0.038 1.92 -0.41 0.30 -1.384
N 0.821 -2.206 -0.048 -1.16 -1.35 0.09 0.713
C 0.194 -3.159 -1.011 -0.73 0.68 1.22 -0.774
C 0.411 -2.602 -2.352 -1.12 -0.39 -2.54 -0.805
O 0.076 -1.216 -2.511 1.38 0.21 0.63 0.139
C 0.248 -0.806 -3.836 -0.02 0.08 -1.54 -1.124
H 5.294 -5.073 1.748 0.34 -0.19 -0.93 0.328
H 3.906 -6.081 1.316 -0.31 0.06 -0.35 0.320
H 4.065 -5.027 2.730 -1.32 0.30 0.31 0.343
H 2.128 -3.856 1.956 -0.42 0.81 0.23 0.405
H 1.893 -4.703 0.498 0.30 -0.47 -0.39 0.453
H 2.553 -2.775 -0.972 0.11 -0.47 -0.05 0.317
H 2.837 -1.754 0.314 -0.13 -0.10 0.81 0.065
H 0.505 -2.457 0.878 -0.81 0.40 0.34 0.176
H -0.876 -3.249 -0.827 -0.04 0.12 0.16 0.291
H 0.644 -4.150 -0.949 -0.09 -0.07 -0.18 0.367
H -0.308 -3.014 -3.060 0.13 -1.07 0.05 0.501
H 1.401 -2.874 -2.720 0.30 0.69 -0.13 0.559
H 0.944 -1.419 -4.408 0.25 -0.37 0.36 0.462
H 0.642 0.199 -3.981 -0.13 0.22 0.77 0.203
H -0.675 -0.874 -4.411 -0.39 0.01 0.20 0.349
C 2.577 0.669 -1.392 0.16 1.34 0.10 -0.833
O 1.248 1.102 -1.069 0.13 -0.57 -0.20 0.824
C 0.952 2.315 -1.705 -2.32 0.96 0.07 -0.772
C -0.445 2.821 -1.184 0.51 -0.57 1.44 -1.159
N -1.582 1.847 -1.330 1.23 0.35 -0.94 0.172
C -2.192 1.849 -2.659 1.28 -0.36 -0.57 -0.827
C -3.365 2.801 -2.704 -0.86 0.95 0.95 -0.837
O -3.689 3.346 -1.314 3.89 -3.94 -2.49 -0.352
C -4.677 4.214 -1.282 -3.34 1.93 0.49 -0.825
H 3.312 1.278 -0.867 -0.10 0.42 0.25 0.230
H 2.681 0.948 -2.441 0.52 -0.93 -0.32 0.388
H 2.850 -0.337 -1.073 -0.89 -0.09 -0.55 0.038
H 0.855 2.217 -2.786 0.62 -0.20 -0.35 0.394
H 1.655 3.097 -1.418 0.23 0.00 -0.23 0.416
H -0.696 3.848 -1.449 0.05 -0.08 -0.78 0.422
H -0.191 2.939 -0.130 -0.61 -0.25 0.45 0.365
H -2.416 2.078 -0.808 0.62 0.56 1.25 0.215
H -2.347 0.824 -2.997 -1.04 -0.18 0.49 0.327
H -1.494 2.145 -3.442 0.43 0.52 0.23 0.411
H -4.195 2.288 -3.189 -0.53 0.23 0.48 0.395
H -3.103 3.651 -3.334 -0.17 0.29 0.22 0.422
H -5.647 3.719 -1.225 -0.50 -0.20 -0.66 0.306
H -4.655 4.901 -2.128 -0.14 0.38 0.06 0.308
H -4.698 4.727 -0.321 0.61 0.47 -0.08 0.285
```
Positions in Å, forces in eV/Å.

Results
LUMO level (alpha / beta) (Ha): 0.001 / -0.091
M (g mol⁻¹): 646.7
Net charge: 0
Spin multiplicity: 2
⟨S²⟩: 0.76
Energy above the lowest of the compared OMol25 structures with the same formula, charge and spin (kcal per mole): 35.67
HOMO-LUMO gap (alpha / beta) (eV): 8.84 / 6.32